Entry 1:
Formula: AlH8O4
Source: the Open Molecules 2025 dataset
Level of theory: ωB97M-V/def2-TZVPD

Structure (XYZ):
```
13
Properties=species:S:1:pos:R:3:forces:R:3:nbo_charge:R:1
Al 1.195 0.247 0.834 0.20 0.06 0.15 0.999
O 2.260 -3.456 2.353 -0.45 0.95 -0.54 -0.522
O -1.842 2.804 2.057 0.74 -0.83 -0.45 -0.532
O 1.805 0.314 -3.253 -0.51 -0.27 1.06 -0.533
O -2.320 0.270 -1.241 1.02 0.27 0.53 -0.561
H 1.640 1.163 -3.662 -0.30 1.07 -0.55 0.514
H -1.747 3.643 2.509 0.29 1.16 0.63 0.523
H -2.721 -0.598 -1.283 -0.48 -1.14 -0.02 0.516
H 2.504 -4.304 1.981 0.27 -1.13 -0.64 0.521
H -2.934 0.840 -1.705 -0.70 0.84 -0.62 0.520
H -2.786 2.701 1.939 -1.19 -0.21 -0.09 0.514
H 2.479 -3.529 3.282 0.25 -0.01 1.29 0.519
H 2.467 -0.096 -3.810 0.85 -0.75 -0.73 0.523
```
Positions in Å, forces in eV/Å.

## Properties
2S+1: 1
Maximum force, eV/A: 1.35
Energy relative to the best compared isomer or geometry (same formula, charge and spin), kcal per mole: 182.6
Molar mass, g mol⁻¹: 99.0
Charge: +3
HOMO-LUMO gap, eV: 2.01


Entry 2:
Formula: C3H6O2S
Source: the Open Molecules 2025 dataset
Level of theory: ωB97M-V/def2-TZVPD

Structure (XYZ):
```
12
Properties=species:S:1:pos:R:3:forces:R:3:nbo_charge:R:1
S -2.641 -0.520 -0.439 2.09 0.96 0.67 -0.478
O 0.657 1.569 0.016 0.16 -0.04 0.30 -0.582
O 0.984 -1.143 -0.273 -1.60 0.60 0.42 -0.694
C 0.428 -0.667 0.979 -1.75 -0.50 -1.22 -0.184
C -0.077 0.703 0.644 -2.51 -1.80 -1.94 0.638
C -1.572 0.791 0.587 0.71 2.39 -1.21 -0.631
H -0.399 -1.294 1.474 1.02 0.83 -1.32 0.234
H 0.220 -0.983 -0.902 0.86 -0.79 0.51 0.499
H -1.808 1.839 0.298 -0.10 -0.73 -0.15 0.225
H 1.593 1.312 -0.208 -1.03 -0.30 0.61 0.528
H 1.154 -0.558 1.687 2.59 -0.08 1.75 0.196
H -1.947 0.685 1.561 -0.46 -0.53 1.58 0.251
```
Positions in Å, forces in eV/Å.

## Properties
2S+1: 1
Maximum force, eV/A: 3.65
Energy relative to the best compared isomer or geometry (same formula, charge and spin), kcal per mole: 93.0
Molar mass, g mol⁻¹: 106.1
HOMO-LUMO gap (spin up / spin down), eV: 5.87 / 5.88


Entry 3:
Formula: HN2O2S
Source: the Open Molecules 2025 dataset
Level of theory: ωB97M-V/def2-TZVPD

Structure (XYZ):
```
6
Properties=species:S:1:pos:R:3:forces:R:3:nbo_charge:R:1
S 2.324 0.026 0.023 -3.07 -0.16 -0.61 1.827
O 0.857 -0.450 -0.195 3.55 -0.55 0.48 -0.841
O 2.487 1.423 0.002 0.23 -0.16 0.14 -0.635
N -1.571 0.371 -0.094 -8.16 4.66 0.24 -0.108
N -2.579 0.940 -0.063 7.76 -4.49 -0.23 0.221
H -0.087 -0.097 -0.164 -0.31 0.70 0.00 0.536
```
Positions in Å, forces in eV/Å.

## Properties
2S+1: 1
Maximum force, eV/A: 9.40
Energy relative to the best compared isomer or geometry (same formula, charge and spin), kcal per mole: 6.6
Molar mass, g mol⁻¹: 93.1
Charge: +1
HOMO-LUMO gap, eV: 11.07


Entry 4:
Formula: CH4I2N2
Source: the Open Molecules 2025 dataset
Level of theory: ωB97M-V/def2-TZVPD

Structure (XYZ):
```
9
Properties=species:S:1:pos:R:3:forces:R:3:nbo_charge:R:1
I 1.729 1.891 -0.044 0.08 0.33 -0.29 0.404
I 2.953 -1.303 -0.193 0.28 -0.21 -0.37 0.370
N 1.736 0.035 0.666 -2.35 -0.88 -0.01 -0.885
N -0.315 -0.849 -0.163 2.49 0.06 0.28 -0.389
C -1.254 0.177 -0.186 -0.52 0.42 0.32 -0.492
H -1.978 -0.068 -0.975 -0.03 0.11 -0.05 0.240
H -0.323 -1.382 0.701 -0.03 0.12 0.25 0.343
H -1.778 0.398 0.751 0.06 0.01 -0.10 0.184
H -0.769 1.101 -0.558 0.01 0.05 -0.04 0.224
```
Positions in Å, forces in eV/Å.

## Properties
2S+1: 1
Maximum force, eV/A: 2.51
Energy relative to the best compared isomer or geometry (same formula, charge and spin), kcal per mole: 69.9
Molar mass, g mol⁻¹: 297.9
HOMO-LUMO gap, eV: 6.68


Please write out number 4 again, unchanged.
Formula: CH4I2N2
Source: the Open Molecules 2025 dataset
Level of theory: ωB97M-V/def2-TZVPD

Structure (XYZ):
```
9
Properties=species:S:1:pos:R:3:forces:R:3:nbo_charge:R:1
I 1.729 1.891 -0.044 0.08 0.33 -0.29 0.404
I 2.953 -1.303 -0.193 0.28 -0.21 -0.37 0.370
N 1.736 0.035 0.666 -2.35 -0.88 -0.01 -0.885
N -0.315 -0.849 -0.163 2.49 0.06 0.28 -0.389
C -1.254 0.177 -0.186 -0.52 0.42 0.32 -0.492
H -1.978 -0.068 -0.975 -0.03 0.11 -0.05 0.240
H -0.323 -1.382 0.701 -0.03 0.12 0.25 0.343
H -1.778 0.398 0.751 0.06 0.01 -0.10 0.184
H -0.769 1.101 -0.558 0.01 0.05 -0.04 0.224
```
Positions in Å, forces in eV/Å.

## Properties
2S+1: 1
Maximum force, eV/A: 2.51
Energy relative to the best compared isomer or geometry (same formula, charge and spin), kcal per mole: 69.9
Molar mass, g mol⁻¹: 297.9
HOMO-LUMO gap, eV: 6.68


- What is the molar mass in the fourth record?
  297.9 g mol⁻¹


- Number 3 is which compound?
  HN2O2S


- Which formula does entry 2 have?
  C3H6O2S